(1)
Density functional theory data (ωB97M-V/def2-TZVPD) for C18H20BrF2N3O in the gas phase at a distorted geometry.

Last column: Mulliken charge in e.
Positions of all 45 atoms, in Å:
C  -3.27  -1.55  0.99  -1.3485
C  -1.91  -0.99  1.24  0.6626
N  -0.86  -1.28  0.51  -0.6407
C  0.23  -0.42  0.99  2.9511
N  -0.26  0.26  2.21  -1.0047
C  -1.49  -0.09  2.32  0.1402
N  -2.20  0.46  3.38  -0.4847
C  1.49  -1.15  1.39  -0.8258
C  1.56  -2.36  2.12  -0.2177
C  2.81  -2.97  2.33  -0.4939
Br  2.97  -4.62  3.30  -0.2080
C  3.96  -2.35  1.81  -0.4680
C  3.84  -1.13  1.11  -1.1272
C  2.60  -0.51  0.92  0.4279
C  2.32  0.72  0.16  -1.0898
C  0.81  0.52  -0.14  1.3124
C  0.07  1.86  -0.12  -1.3914
C  0.18  2.57  -1.47  -1.2940
C  -0.56  1.72  -2.55  0.3539
O  -1.95  2.11  -2.55  -0.4153
C  -2.80  1.61  -3.60  0.4248
F  -4.09  1.85  -3.25  -0.2701
F  -2.49  2.27  -4.72  -0.2754
C  -0.47  0.20  -2.32  -0.8077
C  0.80  -0.14  -1.57  -1.6786
H  -3.43  -1.66  -0.08  0.3296
H  -3.31  -2.55  1.45  0.2915
H  -4.05  -0.91  1.43  0.3860
H  -1.69  0.93  4.14  0.2551
H  -3.14  0.06  3.60  0.2064
H  0.60  -2.75  2.52  0.5010
H  4.95  -2.77  2.04  0.3750
H  4.72  -0.67  0.68  0.4556
H  2.98  0.80  -0.71  0.4147
H  2.49  1.59  0.79  0.3115
H  -0.97  1.74  0.18  0.4815
H  0.49  2.51  0.62  0.4205
H  -0.23  3.55  -1.41  0.5922
H  1.25  2.62  -1.78  0.4005
H  -0.06  1.90  -3.51  0.3000
H  -2.64  0.51  -3.74  0.2213
H  -0.40  -0.33  -3.28  0.5837
H  -1.37  -0.19  -1.81  0.3129
H  1.60  0.20  -2.22  0.4212
H  0.88  -1.21  -1.42  0.5086

- SMILES string: CC1=N[C@@]2(N=C1N)c1cc(Br)ccc1C[C@]21CC[C@H](OC(F)F)CC1
- Lowest unoccupied orbital energy: 0.016 Ha
- Max |F|: 0.060 hartree/bohr

(2)
Density functional theory data (ωB97M-V/def2-TZVPD) for C6H11N in the gas phase at a distorted geometry.

Last column: Mulliken charge in e.
Positions of all 18 atoms, in Å:
C  1.87  -0.63  0.12  -1.4151
C  0.56  0.18  0.37  0.6199
C  0.78  1.51  -0.40  -1.7054
C  -0.80  -0.73  0.03  0.2762
C  -2.17  -0.52  0.78  -1.4206
C  -0.95  -0.35  -1.37  0.1595
N  -0.86  0.22  -2.37  -0.5342
H  2.16  -1.25  0.97  0.3449
H  2.75  0.00  -0.11  0.4009
H  1.73  -1.26  -0.76  0.3380
H  0.47  0.48  1.41  0.3061
H  1.56  1.98  0.21  0.5081
H  -0.07  2.19  -0.47  0.3683
H  1.21  1.41  -1.42  0.3823
H  -0.58  -1.81  0.11  0.3006
H  -2.98  -1.17  0.39  0.3775
H  -2.11  -0.75  1.85  0.3751
H  -2.55  0.50  0.66  0.3176

- Energy above the lowest of the compared OMol25 structures with the same formula, charge and spin: 21.7 kcal/mol
- SMILES string: CC(C)[C@@H](C)C#N
- Lowest unoccupied orbital energy: 0.034 Ha
- Max |F|: 0.023 hartree/bohr

(3)
Density functional theory data (ωB97M-V/def2-TZVPD) for C8H14N3P in the gas phase at a distorted geometry.

Last column: Mulliken charge in e.
Positions of all 26 atoms, in Å:
C  -3.16  0.67  -1.25  -0.7448
C  -3.84  -0.08  -0.27  -0.4253
C  -1.85  0.77  -0.84  -0.0971
C  -2.87  -0.52  0.58  -0.4497
C  1.16  -0.86  -0.96  -0.8501
C  1.98  0.42  -0.63  -0.5056
C  1.46  -2.25  1.03  -0.9219
C  1.74  2.25  0.84  -0.9725
N  -1.62  0.00  0.23  0.4087
N  0.57  -1.38  0.27  0.1478
N  1.07  1.36  -0.05  -0.2803
P  -0.29  -0.31  1.19  -0.1709
H  -3.58  1.28  -2.02  0.3797
H  -4.91  -0.22  -0.46  0.3587
H  -0.89  1.25  -1.14  0.4649
H  -2.94  -1.09  1.46  0.3624
H  0.45  -0.68  -1.76  0.3004
H  1.73  -1.73  -1.51  0.3601
H  2.88  0.13  -0.08  0.4754
H  2.31  0.73  -1.65  0.2690
H  2.34  -1.78  1.30  0.3895
H  0.93  -2.39  2.01  0.3280
H  1.64  -3.20  0.51  0.2982
H  1.67  3.31  0.47  0.2920
H  1.22  2.31  1.82  0.2652
H  2.80  2.01  0.93  0.3182

- Energy above the lowest of the compared OMol25 structures with the same formula, charge and spin: 22.1 kcal/mol
- Lowest unoccupied orbital energy (spin up / spin down): -0.004 / -0.004 Ha
- Max |F|: 0.061 hartree/bohr

(4)
Density functional theory data (ωB97M-V/def2-TZVPD) for a molecular structure, AsBF6H6NO3P at a distorted geometry.

Last column: Mulliken charge in e.
Positions of all 19 atoms, in Å:
N  0.97  0.00  1.56  -0.5629
P  -0.53  1.02  1.63  0.4586
O  -1.89  0.28  0.83  -0.2826
B  -3.15  0.46  1.58  0.5883
O  -3.77  -0.74  2.21  -0.4837
O  -3.85  1.76  1.71  -0.5032
H  0.97  -0.40  0.59  0.3416
H  1.78  0.67  1.57  0.3519
H  -0.18  2.24  0.90  0.1927
H  -0.74  1.27  3.05  0.2214
H  -3.69  -1.46  1.50  0.3355
H  -3.77  2.24  0.81  0.3437
F  3.52  -2.02  -1.37  -0.4836
As  2.55  -1.05  -2.57  1.9832
F  2.14  -2.57  -3.46  -0.4820
F  4.03  -0.84  -3.60  -0.4914
F  1.58  -0.08  -3.76  -0.4874
F  2.96  0.48  -1.67  -0.5069
F  1.07  -1.26  -1.53  -0.5331

- Lowest unoccupied orbital energy: -0.090 Ha
- Max |F|: 0.090 hartree/bohr

(5)
Density functional theory data (ωB97M-V/def2-TZVPD) for 9 unconnected molecules or ions with the total composition C9H36N18O9 at a distorted geometry.

Last column: Mulliken spin population.
Positions of all 72 atoms, in Å:
C  -0.15  0.40  -0.45  0.0008
O  -0.10  1.55  -0.08  0.0068
N  -0.62  -0.07  -1.54  -0.0005
N  0.22  -0.59  0.31  -0.0001
H  -0.74  -1.06  -1.68  -0.0002
H  -0.74  0.57  -2.32  0.0008
H  0.53  -0.40  1.25  0.0016
H  0.37  -1.48  -0.15  -0.0004
C  -0.48  -4.29  -2.09  0.0000
O  -0.65  -4.05  -0.87  0.0000
N  -1.37  -4.56  -2.97  0.0000
N  0.61  -4.21  -2.70  0.0000
H  -1.04  -4.90  -3.86  0.0000
H  -2.21  -4.90  -2.52  0.0000
H  1.42  -3.71  -2.38  0.0000
H  0.54  -4.35  -3.70  0.0000
C  -2.02  -0.26  3.87  -0.0004
O  -1.10  -0.62  3.15  -0.0010
N  -1.89  0.14  5.04  0.0000
N  -3.26  -0.22  3.54  0.0001
H  -1.02  -0.15  5.47  0.0000
H  -2.74  0.35  5.54  0.0000
H  -3.89  0.14  4.25  0.0000
H  -3.65  -0.56  2.68  0.0000
C  4.87  -2.50  2.36  0.0000
O  5.64  -3.48  2.47  0.0002
N  3.58  -2.63  2.24  0.0003
N  5.17  -1.28  2.60  0.0001
H  3.31  -3.58  2.00  0.0000
H  2.96  -1.84  2.24  -0.0015
H  4.39  -0.66  2.49  0.0002
H  6.06  -1.13  3.06  0.0000
C  -0.87  4.38  2.13  -0.0392
O  -0.41  3.52  2.85  0.6615
N  -0.83  4.17  0.87  0.1464
N  -1.38  5.49  2.48  0.0083
H  -0.56  3.25  0.56  -0.0063
H  -1.05  4.95  0.26  -0.0014
H  -1.81  5.65  3.38  -0.0032
H  -1.63  6.08  1.70  0.0040
C  -1.11  3.86  -2.81  0.0000
O  -1.47  4.75  -2.08  0.0018
N  -1.87  3.02  -3.49  0.0000
N  0.15  3.67  -3.24  0.0008
H  -1.50  2.13  -3.77  0.0001
H  -2.80  3.25  -3.14  0.0000
H  0.86  4.36  -3.04  0.0000
H  0.46  2.94  -3.87  0.0000
C  -3.23  -1.68  -0.19  0.0001
O  -3.76  -0.61  0.12  -0.0001
N  -2.24  -2.31  0.43  0.0000
N  -3.69  -2.37  -1.17  0.0000
H  -1.73  -3.05  -0.04  0.0000
H  -1.79  -1.81  1.19  0.0001
H  -3.35  -3.26  -1.51  0.0000
H  -4.36  -1.84  -1.72  0.0000
C  2.12  0.79  3.36  -0.0184
O  3.29  1.00  3.58  0.0379
N  1.35  1.39  2.58  0.1618
N  1.53  -0.19  3.84  0.0405
H  1.88  2.06  2.04  -0.0095
H  0.40  1.14  2.32  0.0117
H  0.66  -0.54  3.48  -0.0012
H  2.13  -0.72  4.46  -0.0024
C  1.57  0.55  -4.59  0.0000
O  0.80  1.46  -4.46  0.0001
N  1.30  -0.73  -4.41  0.0000
N  2.69  0.62  -5.24  0.0000
H  1.99  -1.37  -4.77  0.0000
H  0.34  -0.95  -4.21  0.0000
H  2.86  1.56  -5.57  0.0000
H  3.07  -0.26  -5.55  0.0000

- Energy above the lowest of the compared OMol25 structures with the same formula, charge and spin: 50.7 kcal/mol
- Multiplicity: 2
- Charge: +1
- Lowest unoccupied orbital energy (spin up / spin down): -0.091 / -0.279 Ha
- Max |F|: 0.179 hartree/bohr

(6)
Density functional theory data (ωB97M-V/def2-TZVPD) for a molecular structure, C24H41B2F19N2O22S4Zr2 at a distorted geometry.

Last column: Mulliken charge in e.
Positions of all 116 atoms, in Å:
Zr  0.82  0.14  -0.46  -0.0085
Zr  -0.37  4.21  0.46  0.2657
N  -0.85  0.05  0.70  0.6385
S  -2.23  1.14  0.80  0.5487
O  -1.78  2.57  0.48  0.5882
O  -3.33  1.06  1.74  -0.5021
F  -2.91  0.80  -0.61  -0.0875
S  -1.41  -0.97  1.78  0.5174
O  -2.59  -1.81  1.52  -0.5533
O  -1.03  -0.72  3.16  -0.5338
F  -0.31  -2.11  1.45  0.0100
N  -2.09  5.29  0.63  -0.0102
S  -2.74  6.79  -0.01  0.7959
O  -2.65  8.01  0.76  -0.5288
O  -3.57  6.76  -1.21  -0.4466
F  -1.23  6.99  -0.75  -0.3484
S  -3.56  5.17  1.23  0.6245
O  -4.45  4.36  0.41  -0.4752
O  -4.06  6.15  2.17  -0.5136
F  -3.12  4.04  2.31  -0.2929
B  0.00  3.94  2.64  0.5872
H  -0.71  4.72  2.46  0.0677
H  0.90  4.25  2.13  0.0618
H  0.16  3.80  3.70  -0.1116
H  -0.41  3.02  2.25  -0.5256
B  2.32  -0.55  1.04  1.3991
H  2.82  -0.06  0.23  0.1750
H  1.67  0.20  1.46  -0.3452
H  1.73  -1.35  0.60  -0.1517
H  3.02  -0.91  1.78  -0.2216
O  2.31  -0.09  -2.15  -0.5771
C  1.70  0.36  -3.37  -1.0817
C  0.11  0.51  -3.44  0.5712
O  -0.47  0.70  -2.11  0.5729
H  2.10  -0.19  -4.22  0.3854
H  1.95  1.41  -3.51  0.2452
H  -0.41  -0.38  -3.77  -0.3134
H  -0.09  1.36  -4.10  0.2676
O  1.38  5.20  -0.45  -0.7929
C  2.56  4.42  -0.28  -0.7477
C  2.33  2.85  -0.19  -0.8734
O  0.98  2.33  0.08  0.9783
H  2.94  4.83  0.65  0.2780
H  3.18  4.74  -1.12  0.3768
H  3.07  2.28  0.36  0.4514
H  2.46  2.33  -1.15  0.4703
C  1.01  4.32  -4.18  -0.3531
C  -0.20  5.21  -4.48  -0.4821
O  -1.43  4.40  -4.17  -0.2773
C  -1.88  4.08  -2.88  -0.1614
O  -1.22  4.11  -1.84  -0.2706
C  -3.34  3.57  -2.92  0.8626
F  -3.69  3.02  -4.11  -0.2737
F  -3.58  2.82  -1.85  -0.0734
F  -4.15  4.64  -2.94  -0.2684
H  1.05  3.54  -4.95  0.2799
H  0.99  3.81  -3.22  -0.3761
H  1.89  4.96  -4.21  0.4875
H  -0.18  5.74  -5.43  0.4132
H  -0.25  6.09  -3.84  0.2164
C  3.78  -0.43  9.17  -1.0894
C  2.87  -1.37  8.31  -0.2596
O  2.05  -0.73  7.39  -0.2978
C  2.59  -0.02  6.35  0.2121
O  3.77  -0.09  6.10  -0.5025
C  1.57  0.89  5.56  1.0312
F  0.84  0.18  4.72  -0.2263
F  0.73  1.53  6.36  -0.2698
F  2.35  1.75  4.87  -0.2470
H  4.40  -0.97  9.89  0.3766
H  3.14  0.16  9.82  0.2911
H  4.40  0.20  8.54  0.3207
H  2.23  -1.93  9.00  0.3226
H  3.45  -2.18  7.87  0.3191
C  2.75  -5.65  -0.62  -1.5714
C  2.06  -4.25  -0.60  0.3430
O  0.96  -4.20  -1.44  -0.3008
C  0.04  -3.21  -1.60  0.3883
O  0.32  -2.05  -1.19  -1.2026
C  -1.24  -3.73  -2.34  1.0422
F  -1.28  -3.24  -3.59  -0.2268
F  -1.40  -5.05  -2.29  -0.2058
F  -2.27  -3.17  -1.65  -0.1981
H  3.07  -5.76  -1.66  0.4788
H  2.06  -6.45  -0.38  0.2909
H  3.54  -5.69  0.13  0.3605
H  2.75  -3.44  -0.83  0.3078
H  1.82  -4.05  0.44  -0.0430
C  3.26  -7.28  3.08  -1.4015
C  2.28  -6.22  2.77  0.1220
O  1.04  -6.74  2.15  -0.2618
C  0.00  -5.93  1.99  0.2554
O  0.12  -4.71  1.90  -0.4068
C  -1.35  -6.55  1.67  0.8181
F  -1.70  -6.22  0.38  -0.1917
F  -1.19  -7.85  1.75  -0.2385
F  -2.25  -6.04  2.52  -0.2198
H  3.04  -7.75  4.04  0.3761
H  4.17  -6.71  3.27  0.3812
H  3.39  -7.97  2.25  0.3195
H  2.81  -5.50  2.14  0.0276
H  2.02  -5.70  3.70  0.3958
C  -2.80  -1.96  -7.13  -1.2726
C  -2.20  -0.86  -6.20  -0.2625
O  -2.81  -0.86  -4.94  -0.0249
C  -3.94  -0.27  -4.66  -0.0087
O  -4.68  0.27  -5.50  -0.5926
C  -4.36  -0.55  -3.26  1.2205
F  -3.22  -0.78  -2.49  -0.2667
F  -4.95  0.59  -2.85  -0.2145
F  -5.18  -1.66  -3.13  -0.2822
H  -3.81  -1.72  -7.46  0.3308
H  -2.79  -2.93  -6.64  0.2895
H  -2.10  -2.15  -7.95  0.4228
H  -2.16  0.07  -6.77  0.3610
H  -1.15  -1.07  -6.00  0.3235

- Lowest unoccupied orbital energy: -0.103 Ha
- Max |F|: 0.214 hartree/bohr